{"formula": "C17H25ClOZr", "method": "the ωB97M-V functional and the def2-TZVPD basis", "elements": ["Zr", "Cl", "O", "C", "C", "C", "C", "C", "C", "C", "C", "C", "C", "C", "C", "C", "C", "C", "C", "C", "H", "H", "H", "H", "H", "H", "H", "H", "H", "H", "H", "H", "H", "H", "H", "H", "H", "H", "H", "H", "H", "H", "H", "H", "H"], "coordinates": [[-0.397, 0.017, -0.386], [-2.313, -0.380, -1.714], [0.948, -0.875, 1.111], [0.207, 0.790, -2.498], [-4.413, 1.457, -3.875], [-1.905, 0.648, 1.900], [-3.980, -0.910, -4.538], [-4.519, 0.051, -3.592], [0.223, -0.639, -2.742], [-5.480, -0.404, -2.598], [2.661, 0.493, 2.088], [1.944, -0.796, 1.889], [-1.689, 1.925, -0.055], [2.075, -0.100, -1.468], [2.348, -1.991, 2.670], [-2.509, 0.941, 0.646], [-0.537, 2.184, 0.760], [1.332, 1.129, -1.690], [1.394, -1.165, -2.140], [-0.702, 1.412, 1.994], [-3.093, -0.575, -5.073], [0.182, 2.984, 0.544], [-6.432, -0.461, -3.121], [3.174, -1.792, 3.351], [-0.504, 1.478, -2.936], [-5.643, 0.292, -1.779], [-4.745, -1.022, -5.303], [-4.591, 2.119, -3.029], [-3.502, 0.563, 0.331], [1.499, -2.363, 3.229], [1.988, 1.227, 2.540], [-5.301, -1.404, -2.209], [-1.994, 2.482, -0.945], [-0.498, -1.227, -3.301], [-2.372, 0.015, 2.698], [-0.105, 1.553, 2.914], [1.621, 2.145, -1.485], [3.105, -0.128, -1.080], [-3.823, -1.911, -4.142], [2.645, -2.803, 2.011], [3.095, 0.862, 1.160], [1.763, -2.196, -2.261], [3.472, 0.350, 2.791], [-3.511, 1.767, -4.401], [-5.230, 1.646, -4.567]], "nbo_charge": [1.82, -0.48, -0.68, -0.42, -0.77, -0.26, -0.77, 0.65, -0.29, -0.76, -0.74, 0.73, -0.44, -0.26, -0.73, -0.29, -0.36, -0.35, -0.25, -0.24, 0.27, 0.27, 0.32, 0.25, 0.27, 0.27, 0.32, 0.27, 0.26, 0.28, 0.27, 0.28, 0.27, 0.26, 0.28, 0.26, 0.27, 0.26, 0.28, 0.28, 0.27, 0.27, 0.26, 0.27, 0.33], "charge": 2, "homo_energy_ev": -14.666, "orbital_gap_ha": 0.2581, "relative_energy_kj_mol": 14.7}